(1)
The following is a quantum chemistry calculation of one molecule with the formula C4H9NO, from OMol25.

Calculated values
Frontier orbital gap, eV: 10.55
Relative energy (zero: lowest compared OMol25 entry of this formula, charge and spin), kcal per mole: 31.44
Structure (SMILES): C/N=C(\C)OC

```
15
Properties=species:S:1:pos:R:3:nbo_charge:R:1
C 1.763 -1.526 -0.468 -0.257
O 0.362 -1.499 -0.248 -0.511
C -0.210 -0.291 -0.043 0.582
N 0.453 0.776 -0.198 -0.522
C -0.159 2.061 0.081 -0.434
C -1.629 -0.512 0.408 -0.702
H 2.006 -1.290 -1.508 0.184
H 2.074 -2.545 -0.230 0.187
H 2.264 -0.803 0.181 0.199
H -1.126 2.208 -0.420 0.182
H -0.312 2.210 1.159 0.190
H 0.514 2.853 -0.262 0.203
H -2.113 0.404 0.748 0.221
H -2.219 -0.958 -0.399 0.238
H -1.606 -1.237 1.227 0.238
```

=====

(2)
The following is a quantum chemistry calculation of one molecule with the formula C4H9NO, from OMol25.

Calculated values
Frontier orbital gap, eV: 10.71
Relative energy (zero: lowest compared OMol25 entry of this formula, charge and spin), kcal per mole: 36.88
Structure (SMILES): CC/N=C/OC

```
15
Properties=species:S:1:pos:R:3:nbo_charge:R:1
C -2.292 -0.411 0.060 -0.630
C -0.982 -1.141 -0.291 -0.237
N 0.288 -0.480 0.009 -0.507
C 0.366 0.760 -0.209 0.407
O 1.476 1.489 -0.028 -0.498
C 2.642 0.769 0.354 -0.263
H -2.280 0.662 -0.157 0.199
H -3.118 -0.837 -0.521 0.215
H -2.536 -0.522 1.122 0.211
H -0.979 -1.403 -1.356 0.188
H -0.971 -2.093 0.247 0.195
H -0.436 1.411 -0.569 0.146
H 3.420 1.521 0.494 0.191
H 2.926 0.064 -0.434 0.189
H 2.474 0.210 1.279 0.194
```

=====

(3)
The following is a quantum chemistry calculation of one molecule with the formula C4H9NO, from OMol25.

Calculated values
Frontier orbital gap (spin up / spin down), eV: 7.82 / 7.74
Relative energy (zero: lowest compared OMol25 entry of this formula, charge and spin), kcal per mole: 86.79

```
15
Properties=species:S:1:pos:R:3:nbo_charge:R:1
C -2.132 0.750 0.162 -0.664
C -1.160 -0.195 -0.446 -0.072
N -0.047 0.195 -1.078 -0.445
C 1.087 -0.454 -0.748 -0.187
C 1.384 -0.723 0.689 -0.113
O 2.700 -0.284 1.008 -0.718
H -1.815 1.020 1.181 0.217
H -2.202 1.684 -0.409 0.208
H -3.124 0.298 0.241 0.222
H -1.234 -1.258 -0.277 0.192
H -0.052 0.998 -1.713 0.375
H 1.829 -0.663 -1.508 0.187
H 1.363 -1.768 1.014 0.177
H 0.612 -0.192 1.279 0.163
H 2.791 0.591 0.606 0.458
```

=====

(4)
The following is a quantum chemistry calculation of one molecule with the formula C4H9NO, from OMol25.

Calculated values
Frontier orbital gap, eV: 10.22
Relative energy (zero: lowest compared OMol25 entry of this formula, charge and spin), kcal per mole: 18.06
Structure (SMILES): CCN(C)C=O

```
15
Properties=species:S:1:pos:R:3:nbo_charge:R:1
C -0.878 -1.645 -0.317 -0.622
C 0.445 -0.874 -0.162 -0.222
N 0.258 0.525 0.206 -0.436
C 0.561 1.576 -0.738 -0.399
C -0.135 0.786 1.478 0.528
O -0.361 -0.071 2.314 -0.621
H -1.114 -1.848 -1.366 0.203
H -1.703 -1.074 0.117 0.224
H -0.836 -2.601 0.214 0.221
H 1.020 -0.892 -1.094 0.197
H 1.060 -1.339 0.615 0.217
H -0.026 1.464 -1.658 0.198
H 1.626 1.582 -1.003 0.194
H 0.314 2.544 -0.293 0.210
H -0.233 1.869 1.688 0.107
```

=====

(5)
The following is a quantum chemistry calculation of one molecule with the formula C4H9NO in a non-equilibrium geometry, from OMol25.

Calculated values
Frontier orbital gap, eV: 10.10
Relative energy (zero: lowest compared OMol25 entry of this formula, charge and spin), kcal per mole: 91.84
Structure (SMILES): CC[C@]1(C)NO1

```
15
Properties=species:S:1:pos:R:3:nbo_charge:R:1
C -0.725 -1.253 0.614 -0.659
C 1.865 0.101 -0.424 -0.612
C -0.578 0.194 0.294 0.412
N -1.928 0.947 -0.194 -0.399
C 0.509 0.763 -0.518 -0.474
O -1.221 1.136 1.097 -0.413
H -2.836 0.638 0.161 0.336
H -0.091 0.707 -1.514 0.246
H 0.600 1.849 -0.406 0.243
H -1.667 -1.449 1.134 0.236
H 0.101 -1.589 1.249 0.223
H -0.697 -1.857 -0.297 0.226
H 1.824 -0.965 -0.666 0.205
H 2.275 0.203 0.586 0.209
H 2.568 0.572 -1.117 0.221
```

=====

(6)
The following is a quantum chemistry calculation of a 2-piece molecular cluster, C4H9NO overall in a non-equilibrium geometry, from OMol25.

Calculated values
Frontier orbital gap, eV: 9.32
Relative energy (zero: lowest compared OMol25 entry of this formula, charge and spin), kcal per mole: 107.09
Structure (SMILES): CC(C)=O.C=N

```
15
Properties=species:S:1:pos:R:3:nbo_charge:R:1
C -0.969 1.774 0.569 -0.080
C 1.616 -0.514 -0.323 -0.708
C -0.802 -1.485 -0.246 -0.723
N 0.089 1.917 1.330 -0.575
C -0.068 -0.198 -0.574 0.604
O -0.264 0.427 -1.596 -0.551
H 0.084 1.415 2.216 0.342
H -1.980 2.080 0.825 0.176
H -0.904 2.119 -0.461 0.176
H 2.210 -0.225 0.540 0.223
H 1.684 -1.595 -0.435 0.195
H 2.166 -0.218 -1.211 0.221
H -1.850 -1.401 -0.531 0.227
H -0.399 -2.281 -0.873 0.247
H -0.612 -1.816 0.773 0.225
```

=====

(7)
The following is a quantum chemistry calculation of a 2-piece molecular cluster, C4H9NO overall in a non-equilibrium geometry, from OMol25.

Calculated values
Frontier orbital gap, eV: 9.38
Relative energy (zero: lowest compared OMol25 entry of this formula, charge and spin), kcal per mole: 79.52
Structure (SMILES): C=NC(=C)C.O

```
15
Properties=species:S:1:pos:R:3:nbo_charge:R:1
C -1.687 0.724 -0.956 -0.648
C -0.377 0.340 -0.515 0.143
C 0.747 0.999 -0.870 -0.503
C -0.422 -0.682 1.605 0.002
N -0.329 -0.716 0.324 -0.416
H -1.804 1.843 -1.198 0.235
H -2.379 0.394 -0.229 0.223
H -1.942 0.347 -1.965 0.236
H 1.749 1.140 -0.526 0.206
H 0.890 1.640 -1.701 0.199
H -0.392 -1.556 2.119 0.170
H -0.509 0.224 2.280 0.156
H 2.691 -0.980 0.694 0.471
H 1.432 -1.863 0.329 0.486
O 2.333 -1.853 0.608 -0.959
```

=====

(8)
The following is a quantum chemistry calculation of one molecule with the formula C4H9NO in a non-equilibrium geometry, from OMol25.

Calculated values
Frontier orbital gap, eV: 10.73
Relative energy (zero: lowest compared OMol25 entry of this formula, charge and spin), kcal per mole: 60.01
Structure (SMILES): C[C@@H](O)[C@H]1CN1

```
15
Properties=species:S:1:pos:R:3:nbo_charge:R:1
C -1.900 -0.070 -0.187 -0.627
C -0.587 0.664 -0.036 0.081
O -0.355 1.128 1.273 -0.715
C 0.525 -0.249 -0.428 -0.081
C 1.917 0.094 -0.050 -0.308
N 1.225 -1.036 0.553 -0.610
H -2.716 0.544 0.191 0.220
H -2.084 -0.322 -1.240 0.206
H -1.842 -1.004 0.383 0.205
H -0.556 1.546 -0.696 0.174
H 0.010 0.357 1.740 0.477
H 0.425 -0.740 -1.403 0.186
H 2.102 0.893 0.660 0.216
H 2.279 0.167 -1.060 0.207
H 1.468 -1.964 0.229 0.368
```

=====

(9)
The following is a quantum chemistry calculation of one molecule with the formula C4H9NO, from OMol25.

Calculated values
Frontier orbital gap, eV: 10.54
Relative energy (zero: lowest compared OMol25 entry of this formula, charge and spin), kcal per mole: 30.42
Structure (SMILES): C/N=C(\C)OC

```
15
Properties=species:S:1:pos:R:3:nbo_charge:R:1
C -1.895 0.758 -1.216 -0.258
O -0.752 1.276 -0.551 -0.504
C 0.084 0.360 -0.013 0.579
N -0.142 -0.878 -0.149 -0.524
C 0.742 -1.827 0.498 -0.434
C 1.194 1.042 0.741 -0.703
H -1.611 0.274 -2.156 0.187
H -2.539 1.618 -1.410 0.188
H -2.407 0.021 -0.592 0.197
H 1.794 -1.711 0.198 0.182
H 0.698 -1.746 1.594 0.187
H 0.432 -2.840 0.230 0.203
H 2.123 0.469 0.691 0.224
H 1.362 2.043 0.339 0.239
H 0.917 1.142 1.797 0.235
```

=====

(10)
The following is a quantum chemistry calculation of one molecule with the formula C4H9NO in a non-equilibrium geometry, from OMol25.

Calculated values
Frontier orbital gap (spin up / spin down), eV: 5.86 / 7.60
Relative energy (zero: lowest compared OMol25 entry of this formula, charge and spin), kcal per mole: 60.58
Multiplicity: 3

```
15
Properties=species:S:1:pos:R:3:lowdin_spin:R:1
C -2.197 0.912 0.215 0.804
C -1.104 0.222 -0.048 0.710
C -1.055 -1.246 -0.129 0.118
C 2.216 0.089 0.305 0.005
N 1.212 0.462 -0.721 0.010
O 0.153 1.090 -0.133 0.177
H -2.246 1.992 0.383 0.054
H -3.223 0.429 0.247 0.052
H 0.033 -1.475 -0.407 -0.001
H -1.218 -1.742 0.896 0.049
H -1.587 -1.762 -0.870 0.021
H 2.693 0.943 0.708 0.000
H 1.635 -0.517 1.019 0.000
H 3.081 -0.512 -0.100 0.000
H 1.606 1.114 -1.364 0.002
```

=====

(11)
The following is a quantum chemistry calculation of a 2-piece molecular cluster, C4H9NO2 overall in a non-equilibrium geometry, from OMol25.

Calculated values
Frontier orbital gap, eV: 10.33
Relative energy (zero: lowest compared OMol25 entry of this formula, charge and spin), kcal per mole: 66.05
Structure (SMILES): COC(C)=O.C=N

```
16
Properties=species:S:1:pos:R:3:nbo_charge:R:1
C -1.690 -1.101 -0.314 -0.255
O -1.022 -0.292 0.660 -0.580
H 0.658 -0.872 1.211 0.196
H -0.993 -1.851 -0.699 0.178
H -2.518 -1.613 0.182 0.205
H -2.102 -0.532 -1.150 0.179
C -0.191 1.268 -1.136 -0.749
C -0.327 0.976 0.326 0.825
C 1.784 -0.817 0.833 -0.101
N 2.690 -0.034 1.280 -0.596
O -0.170 1.790 1.207 -0.532
H 2.314 0.528 2.057 0.339
H 2.029 -1.534 0.034 0.151
H -1.171 1.456 -1.580 0.247
H 0.399 2.180 -1.258 0.255
H 0.310 0.449 -1.652 0.238
```

=====

(12)
The following is a quantum chemistry calculation of one molecule with the formula C4H9NO2 in a non-equilibrium geometry, from OMol25.

Calculated values
Frontier orbital gap, eV: 10.81
Relative energy (zero: lowest compared OMol25 entry of this formula, charge and spin), kcal per mole: 56.94
Structure (SMILES): C/N=C/OCCO

```
16
Properties=species:S:1:pos:R:3:nbo_charge:R:1
C -0.717 1.035 -1.962 -0.430
N -0.301 -0.048 -1.091 -0.528
C -1.086 -0.452 -0.183 0.431
O -0.794 -1.398 0.728 -0.509
C 0.524 -1.331 1.325 -0.104
C 0.930 0.150 1.369 -0.094
O 1.769 0.479 0.304 -0.743
H -0.358 2.002 -1.584 0.209
H -0.273 0.889 -2.950 0.211
H -1.806 1.084 -2.070 0.182
H -2.099 -0.058 -0.056 0.152
H 0.418 -1.807 2.306 0.198
H 1.257 -1.900 0.740 0.197
H -0.036 0.687 1.290 0.150
H 1.357 0.467 2.324 0.193
H 1.214 0.200 -0.491 0.486
```

=====

(13)
The following is a quantum chemistry calculation of a 2-piece molecular cluster, C4H9NO2 overall in a non-equilibrium geometry, from OMol25.

Calculated values
Frontier orbital gap, eV: 8.81
Relative energy (zero: lowest compared OMol25 entry of this formula, charge and spin), kcal per mole: 121.54

```
16
Properties=species:S:1:pos:R:3:nbo_charge:R:1
N -0.822 0.402 1.616 -0.710
C -1.521 -0.023 -0.565 -0.178
C -1.630 -0.284 0.838 0.138
O -2.089 -0.959 -1.444 -0.701
H -1.542 -1.751 -1.440 0.474
H 0.235 0.532 1.006 0.346
H -0.741 0.070 2.571 0.382
H -1.776 0.989 -0.876 0.220
H -2.118 -1.202 1.174 0.182
C 1.260 0.223 -0.045 0.021
C 2.058 1.152 -0.573 -0.557
O 1.640 -1.085 0.159 -0.723
H 2.518 -1.247 -0.217 0.466
H -0.241 0.081 -0.581 0.250
H 3.071 0.940 -0.912 0.182
H 1.698 2.161 -0.713 0.209
```

=====

(14)
The following is a quantum chemistry calculation of one molecule with the formula C4H9NO2, from OMol25.

Calculated values
Frontier orbital gap, eV: 9.13
Relative energy (zero: lowest compared OMol25 entry of this formula, charge and spin), kcal per mole: 84.55

```
16
Properties=species:S:1:pos:R:3:nbo_charge:R:1
C -1.652 -0.581 -0.854 -0.440
N -1.014 -1.467 0.132 -0.646
C 0.155 -1.666 0.769 0.316
O 1.206 -0.872 0.522 -0.538
C 1.350 0.226 -0.394 -0.117
C 1.007 1.526 0.323 -0.090
O -0.304 1.542 0.844 -0.718
H -2.624 -0.270 -0.456 0.208
H -1.089 0.328 -1.028 0.223
H -1.811 -1.117 -1.796 0.198
H -1.660 -2.178 0.443 0.396
H 2.411 0.233 -0.665 0.200
H 0.772 0.066 -1.307 0.177
H 1.747 1.685 1.122 0.172
H 1.075 2.368 -0.374 0.186
H -0.363 0.824 1.490 0.473
```

=====

(15)
The following is a quantum chemistry calculation of C4H9NO2 as an isolated structure in a non-equilibrium geometry, from OMol25.

Calculated values
Frontier orbital gap, eV: 9.78
Relative energy (zero: lowest compared OMol25 entry of this formula, charge and spin), kcal per mole: 74.69

```
16
Properties=species:S:1:pos:R:3:nbo_charge:R:1
N 1.534 0.632 1.116 -0.846
C 1.097 -0.656 1.235 0.682
O 1.359 -1.350 2.202 -0.613
C 0.313 -1.195 0.015 -0.532
C -1.090 -0.664 -0.313 -0.421
C -1.148 0.842 -0.415 -0.106
O -0.056 1.289 -1.242 -0.755
H 2.151 0.993 1.829 0.401
H 1.397 1.143 0.253 0.415
H 0.928 -0.954 -0.859 0.226
H 0.273 -2.271 0.156 0.242
H -1.378 -1.126 -1.556 0.188
H -1.956 -1.330 -0.588 0.276
H -2.106 1.096 -0.866 0.181
H -1.079 1.360 0.561 0.184
H -0.237 2.193 -1.528 0.479
```